## i
Here is an isolated ion of composition C6H10 and charge -1 from the Open Molecules 2025 dataset. Energies are from ωB97M-V/def2-TZVPD.

Each line ends with the natural charge from an NBO analysis.
Cartesian coordinates (Å):
1 C -0.12175 -0.17313 1.51100  -0.642
2 C -0.33596 -0.21490 -0.02792  -0.152
3 C 0.90671 -0.45791 -0.73687  -0.184
4 C 2.21508 0.04219 -0.25371  -0.670
5 C -1.21500 0.89401 -0.52454  -0.417
6 C -1.97827 -0.31020 -0.30306  -0.720
7 H -0.23530 -1.18738 1.88369  0.193
8 H 0.75640 0.45681 1.67234  0.184
9 H -0.95550 0.38058 1.94625  0.197
10 H 0.85104 -0.80947 -1.76668  0.166
11 H 2.64739 -0.43785 0.62453  0.191
12 H 3.04047 -0.21774 -0.93619  0.191
13 H 2.33998 1.12118 -0.07128  0.183
14 H -1.28462 1.86372 0.02151  0.122
15 H -1.03592 1.12039 -1.58016  0.166
16 H -2.27549 -1.06232 0.40715  0.191

Its net charge is -1. The LUMO energy (spin up / spin down) is 4.16 / 4.11 eV. The orbital gap (spin up / spin down) comes out at 4.98 / 4.89 eV. The multiplicity is 2.



## ii
Here is a 2-piece molecular cluster, C6H10 overall from the Open Molecules 2025 dataset. Energies are from ωB97M-V/def2-TZVPD.

Each line ends with the natural charge from an NBO analysis.
Cartesian coordinates (Å):
1 C 0.94195 1.16188 1.04192  -0.296
2 C 1.48906 1.22862 2.32422  -0.689
3 C 1.09747 -0.14577 0.24182  -0.505
4 C -0.24181 -0.60657 -0.23797  -0.125
5 C -0.77255 -0.74784 -1.43515  -0.258
6 C -2.24257 -0.99774 -1.68473  -0.631
7 H 0.05330 1.72192 0.70487  0.128
8 H 2.64560 2.30841 1.84169  -0.092
9 H 1.03347 2.07863 2.86975  0.123
10 H 1.79080 -0.06842 -0.60012  0.177
11 H 1.37497 -0.86275 1.01392  0.226
12 H -0.92835 -0.70010 0.60776  0.171
13 H -0.17155 -0.53200 -2.31868  0.173
14 H -2.65268 -1.54306 -0.83664  0.204
15 H -2.72548 -0.03293 -1.83189  0.202
16 H -2.33850 -1.62352 -2.57595  0.192

Its net charge is -1. The LUMO energy (spin up / spin down) is 3.73 / 3.73 eV. The orbital gap (spin up / spin down) comes out at 4.93 / 6.14 eV. The multiplicity is 2.



Most stable = ii



## i
Here is a 2-piece molecular cluster, C4H6NO3 overall from the Open Molecules 2025 dataset. Energies are from ωB97M-V/def2-TZVPD.

Each line ends with the natural charge from an NBO analysis.
Cartesian coordinates (Å):
1 C -1.85249 0.85837 -0.08832  -0.709
2 C -1.69143 -0.50118 -0.24750  0.512
3 N -0.33604 -0.90549 -0.62873  -0.488
4 C 0.86818 -0.33684 -0.65912  0.194
5 C 2.06472 -0.92162 -0.06338  0.624
6 O 1.84700 -1.91561 0.66846  -0.715
7 O 3.13604 -0.31754 -0.27013  -0.695
8 O -2.42904 -1.48292 -0.01403  -0.737
9 H -2.79102 1.17497 0.32461  0.204
10 H -1.00193 1.47305 -0.37134  0.180
11 H 1.15994 2.43125 1.61582  -0.014
12 H -0.36639 -1.90230 -0.38482  0.438
13 H 0.85790 0.29412 -1.55347  0.195
14 H 0.53456 2.05174 1.67195  0.011

Its net charge is -1. The LUMO energy is 2.08 eV. The orbital gap comes out at 6.14 eV.



## ii
Here is an isolated ion of composition C4H6NO3 and charge -1 from the Open Molecules 2025 dataset. Energies are from ωB97M-V/def2-TZVPD.

Each line ends with the natural charge from an NBO analysis.
Cartesian coordinates (Å):
1 N -0.13454 -2.32665 0.25577  -0.511
2 O 0.48412 -1.38590 -0.54298  -0.425
3 C -0.05508 0.04922 -0.28553  0.105
4 C -1.50137 0.34642 0.01784  0.734
5 O -1.70796 1.53894 0.33370  -0.777
6 O -2.25816 -0.62120 0.05317  -0.764
7 C 0.76625 1.15375 -0.98943  -0.465
8 C 1.01600 0.80980 0.51175  -0.455
9 H -1.06975 -2.06783 0.18798  0.370
10 H 0.10324 -2.03344 1.25420  0.284
11 H 0.21121 2.11286 -1.03000  0.256
12 H 1.56826 0.71196 -1.68584  0.217
13 H 1.92367 0.12609 0.79979  0.206
14 H 0.65411 1.58597 1.11956  0.225

Its net charge is -1. The LUMO energy is 4.19 eV. The orbital gap comes out at 8.77 eV. Its SMILES is NOC1(C(=O)[O-])CC1.



## iii
Here is a 2-piece molecular cluster, C4H6NO3 overall from the Open Molecules 2025 dataset. Energies are from ωB97M-V/def2-TZVPD.

Each line ends with the natural charge from an NBO analysis.
Cartesian coordinates (Å):
1 C 1.18968 0.11850 -0.33923  0.641
2 C -0.62939 0.27571 3.04674  1.064
3 C 1.08306 -0.01161 -1.98421  -0.749
4 C -1.12078 -0.22277 -0.12848  -0.400
5 N 0.16837 -0.15741 0.44294  -0.739
6 O 2.30909 0.43882 0.10039  -0.765
7 O -0.94710 1.38492 2.94517  -0.549
8 O -0.59536 -0.83791 3.36843  -0.545
9 H 0.49054 0.92281 -2.22944  0.197
10 H 2.02869 -0.00757 -2.28196  0.204
11 H 0.48519 -0.95840 -2.06499  0.198
12 H -1.87249 -0.14374 0.76823  0.166
13 H -1.23014 -1.25478 -0.70507  0.123
14 H -1.35935 0.45344 -0.93851  0.153

Its net charge is -1. The LUMO energy is 3.64 eV. The orbital gap comes out at 6.76 eV.



Most stable = iii



## i
Here is a 4-piece molecular cluster, H8O4 overall from the Open Molecules 2025 dataset. Energies are from ωB97M-V/def2-TZVPD.

Each line ends with the natural charge from an NBO analysis.
Cartesian coordinates (Å):
1 O 0.13133 -2.63258 -0.34392  -0.970
2 H -0.06367 -1.72758 -0.13192  0.480
3 H -0.05767 -2.81858 -1.25692  0.471
4 O 1.80033 0.71042 1.17808  -0.924
5 H 1.67733 1.64742 1.14308  0.482
6 H 1.88233 0.46942 0.29508  0.477
7 O -0.73067 -0.10058 0.57308  -0.979
8 H 0.12033 0.12542 1.00908  0.497
9 H -1.07067 -0.65458 1.24308  0.485
10 O -0.94067 1.77242 -1.35592  -0.989
11 H -0.99167 1.16042 -0.62392  0.497
12 H -1.75667 2.04842 -1.72892  0.474

The LUMO energy is 0.56 eV. The orbital gap comes out at 11.65 eV. Its SMILES is O.O.O.O.



## ii
Here is a 4-piece molecular cluster, H8O4 overall from the Open Molecules 2025 dataset. Energies are from ωB97M-V/def2-TZVPD.

Each line ends with the natural charge from an NBO analysis.
Cartesian coordinates (Å):
1 O 2.02820 0.98512 0.79301  -0.992
2 H 2.77754 0.59064 1.18477  0.460
3 H 1.24649 0.26854 0.96305  0.490
4 O 0.05817 -0.80199 0.59657  -0.971
5 H 0.07780 -1.76316 0.84787  0.515
6 H -0.86867 -0.40008 0.74487  0.525
7 O 0.77286 0.17744 -1.77705  -1.009
8 H 0.40624 -0.25281 -0.87168  0.485
9 H 1.25452 1.00536 -1.50642  0.479
10 O -2.47582 -0.28624 -0.47364  -0.940
11 H -3.10054 -0.05350 0.30986  0.475
12 H -2.17679 0.53069 -0.81120  0.484

The LUMO energy is 0.11 eV. The orbital gap comes out at 10.14 eV. Its SMILES is O.O.O.O.



## iii
Here is a 4-piece molecular cluster, H8O4 overall from the Open Molecules 2025 dataset. Energies are from ωB97M-V/def2-TZVPD.

Each line ends with the natural charge from an NBO analysis.
Cartesian coordinates (Å):
1 O -0.40000 1.68475 -1.02492  -0.968
2 H -0.85900 0.91175 -0.74092  0.485
3 H 0.51500 1.50075 -1.23692  0.473
4 O 0.91100 0.09875 2.14008  -0.930
5 H 0.94000 1.05475 2.10808  0.476
6 H 1.41900 -0.01525 1.29908  0.463
7 O 0.83500 -1.10525 -1.77092  -0.934
8 H 1.03500 -1.18325 -0.84792  0.457
9 H -0.07600 -0.94025 -1.82092  0.478
10 O -1.39700 -0.63825 0.22908  -0.977
11 H -0.84000 -0.30625 0.96008  0.495
12 H -2.08300 -1.06225 0.70608  0.483

The LUMO energy is 0.25 eV. The orbital gap comes out at 11.54 eV. Its SMILES is O.O.O.O.



Most stable = i